# 1
This record from OMol25 describes 2 unconnected molecules or ions with the total composition C5H16BIO2P. The level of theory is ωB97M-V/def2-TZVPD.

Geometry as XYZ:
```
26
Properties=species:S:1:pos:R:3:forces:R:3
C -0.231 -1.950 1.060 0.0 0.1 -0.1
B 0.167 -0.451 1.578 -0.1 -0.1 0.1
C -1.122 0.524 1.903 0.0 0.0 0.0
C -2.087 0.690 0.742 0.1 -0.3 0.0
C -3.233 -0.304 0.759 0.0 0.0 0.1
I -2.973 2.696 0.656 -0.1 0.1 0.0
P 1.338 0.393 0.247 0.1 0.0 0.0
O 2.729 0.863 0.600 0.0 0.0 0.0
H 0.657 -2.560 0.864 0.0 0.0 0.0
H -0.830 -2.484 1.808 0.0 0.0 0.0
H -0.810 -1.953 0.125 0.0 0.0 0.0
H 0.869 -0.502 2.575 0.0 0.0 0.0
H -0.761 1.492 2.256 0.1 0.0 -0.1
H -1.686 0.094 2.742 0.0 0.1 0.0
H -1.574 0.652 -0.218 0.0 0.1 0.0
H -3.872 -0.221 -0.120 0.0 0.0 0.0
H -3.845 -0.163 1.652 0.0 0.0 0.0
H -2.806 -1.309 0.798 0.0 0.0 0.0
H 1.392 -0.472 -0.887 -0.1 0.0 0.0
H 0.607 1.450 -0.386 0.0 0.0 0.0
C 3.237 0.297 -3.116 -0.1 0.0 0.1
O 2.027 1.011 -3.335 0.1 0.1 -0.2
H 3.024 -0.751 -3.319 0.0 0.0 0.0
H 4.021 0.636 -3.803 0.0 0.0 0.0
H 3.582 0.391 -2.083 0.0 0.0 0.0
H 2.180 1.930 -3.095 -0.1 -0.1 0.1
```
Forces are in eV/Å.

Lowest unoccupied orbital energy = 2.728 eV
Charge = -1
Energy = -1014.54319 Ha
Strongest force on any atom = 0.005 hartree/bohr

***

# 2
This record from OMol25 describes 2 unconnected molecules or ions with the total composition C5H16N2O at a distorted geometry. The level of theory is ωB97M-V/def2-TZVPD.

Geometry as XYZ:
```
24
Properties=species:S:1:pos:R:3:forces:R:3
C -1.792 1.266 -1.046 -0.1 1.5 0.2
C -0.358 0.874 -1.298 0.0 -1.1 1.6
C 0.582 1.454 -0.250 0.4 1.3 0.8
C 0.532 0.958 1.222 1.4 0.0 1.0
N 0.968 -0.420 1.567 -0.4 -0.4 -1.8
C -0.090 -1.406 1.832 0.1 -0.2 -0.1
N -1.084 -1.692 0.768 0.4 0.5 1.3
H -1.947 2.325 -1.277 0.0 0.1 -0.3
H -2.063 1.259 0.037 0.1 -0.7 -0.8
H -2.447 0.701 -1.690 -0.6 -0.3 0.2
H 0.045 1.049 -2.292 -0.4 0.3 -0.2
H -0.342 -0.223 -1.162 0.4 0.4 -0.4
H 1.593 1.344 -0.649 0.2 -0.1 0.3
H 0.458 2.579 -0.087 -0.1 -1.1 -0.7
H -0.406 1.181 1.710 -0.6 0.0 0.0
H 1.277 1.558 1.816 -0.7 0.1 -0.8
H 1.420 -0.739 0.693 0.2 -0.2 0.6
H 0.430 -2.373 1.985 -0.3 0.5 0.3
H -0.579 -1.099 2.777 0.0 -0.2 -0.5
H -0.579 -2.230 0.075 -0.2 0.2 -0.6
H -1.389 -0.799 0.387 0.0 -0.4 -0.2
H 2.253 -2.550 -1.360 -0.6 0.0 -0.7
H 1.427 -1.415 -2.223 -0.1 -0.9 -0.2
O 2.092 -1.602 -1.537 0.6 0.9 1.0
```
Forces are in eV/Å.

Lowest unoccupied orbital energy (spin up / spin down) = 3.559 / 3.535 eV
Multiplicity = 2
Charge = -1
Energy relative to the best compared isomer or geometry (same formula, charge and spin) = 0.219 eV
Energy = -384.78750 Ha
Strongest force on any atom = 0.037 hartree/bohr